(1)
77
Properties=species:S:1:pos:R:3:forces:R:3:mulliken_charge:R:1 method="wB97M-V/def2-TZVPD" orbital_gap_ha=0.3298 total_charge=+1 e_tot_ha=-2331.62806 multiplicity=1
F 0.8671 1.3845 -4.7999 0.37 0.04 -0.42 -0.166
F 1.8525 2.3874 -6.4753 -0.01 -0.53 0.37 -0.253
F -0.0718 1.0097 -7.4880 0.24 -0.20 0.13 -0.322
F 2.8117 0.6755 -5.5239 -0.48 0.24 -0.03 -0.247
F 1.7728 -0.1616 -7.8073 -0.20 0.11 0.22 -0.294
O -2.4431 0.3646 1.9672 -0.03 -0.02 -0.03 -0.631
O 2.8889 2.0263 4.8246 0.00 0.00 -0.03 -0.614
O 1.4599 2.0544 6.4328 -0.02 0.02 0.00 -0.608
O -1.6506 -4.1813 0.0968 -0.01 -0.03 -0.01 -0.635
O 0.1487 -3.2254 -0.5771 0.14 -0.12 -0.08 -0.629
O -0.6303 0.9503 0.9768 0.05 0.00 -0.13 -0.578
N 2.4416 1.6095 5.8749 -0.07 0.00 -0.08 1.059
N -0.6502 -3.5264 0.2960 -0.10 0.08 -0.05 1.072
N -1.6538 1.2045 1.5870 0.00 -0.12 0.07 1.177
N -1.1106 -0.5855 -5.6743 -0.19 0.07 -0.29 0.129
C 0.0414 -2.0379 4.1692 -0.01 0.00 -0.02 -0.422
C -1.2878 -3.3520 2.6590 -0.14 -0.05 0.07 -0.406
C 4.9186 -1.1020 6.5171 -0.06 -0.04 0.08 -0.490
C -1.9405 3.2924 -4.3693 0.19 -0.15 0.06 -0.080
C -2.5199 1.0182 -3.1181 0.45 0.24 -0.40 -0.663
C 3.1310 0.4748 6.5070 0.13 -0.17 0.11 -0.038
C -2.2023 2.2675 -3.8066 -0.26 0.15 0.02 -0.534
C -2.4870 5.2422 2.4512 0.01 -0.02 0.00 -0.430
C 2.6268 -0.0450 7.6854 -0.14 0.00 0.14 -0.305
C -1.2797 -1.0935 -2.3229 0.30 0.31 -0.05 -0.688
C 1.0499 -1.8154 -5.3057 -0.22 -0.03 0.28 -1.273
C 0.7099 -2.2313 1.8706 0.13 0.12 -0.03 -0.313
C 1.6443 1.2051 -5.8983 0.10 0.30 -0.12 0.567
C 4.4287 -1.6353 7.7021 0.00 0.01 -0.02 -0.415
C -1.2591 0.4266 -2.4551 -0.67 -0.18 0.36 0.163
C -1.9483 2.6123 1.8797 -0.01 0.14 0.06 0.018
C 0.2141 -0.9682 -6.2729 0.39 -0.19 0.12 -0.191
C 0.9255 -1.7319 3.1428 -0.06 -0.01 0.11 -0.475
C -3.0941 2.9210 2.5908 -0.14 -0.02 0.07 -0.321
C -3.3606 4.2496 2.8758 0.07 0.05 -0.04 -0.492
C -1.3432 4.9106 1.7366 -0.08 0.00 0.04 -0.607
C 0.7001 -1.6177 -3.8319 -0.07 -0.30 -0.06 -0.880
C 3.2832 -1.1086 8.2831 0.07 -0.02 -0.06 -0.478
C -0.3982 -3.0287 1.6502 0.05 0.03 0.15 0.157
C -1.0657 3.5854 1.4462 0.13 0.07 -0.07 -0.235
C 4.2683 -0.0400 5.9105 0.13 -0.02 -0.14 -0.234
C -0.7937 -1.8715 -3.5422 0.04 0.09 0.01 0.803
C -1.6457 -1.6748 -4.7924 0.09 -0.42 0.15 -1.978
C -1.0596 -2.8501 3.9287 0.07 0.06 0.00 -0.614
C 0.8963 0.2594 -6.8746 -0.06 0.20 -0.21 0.555
H 2.9020 -1.5229 9.2058 -0.01 0.00 0.01 0.392
H 1.7801 -1.0977 3.3350 0.02 0.01 -0.02 0.467
H -2.2679 -1.4272 -2.0131 -0.19 -0.10 -0.05 0.595
H -0.1748 3.3166 0.8992 -0.01 -0.09 0.02 0.479
H 4.9426 -2.4613 8.1750 0.00 -0.01 0.00 0.391
H 5.8112 -1.5115 6.0653 0.01 0.00 -0.01 0.388
H -0.6119 -1.3642 -1.5163 0.12 -0.06 0.22 -0.147
H -3.3054 1.1890 -2.3901 -0.12 -0.04 0.16 0.551
H 4.6469 0.3778 4.9898 -0.08 0.10 0.01 0.469
H -2.6793 -1.4515 -4.5661 -0.14 0.11 0.04 0.632
H 1.0281 -0.6567 -3.4565 0.00 0.24 -0.04 0.402
H 1.2532 -2.3672 -3.2763 0.19 0.02 0.18 0.490
H -0.3640 0.7802 -2.9494 0.16 0.04 -0.17 -0.127
H 1.3877 -1.9921 1.0659 -0.05 -0.05 -0.06 0.449
H -1.7569 -0.4618 -6.4527 -0.07 0.24 0.02 0.384
H -0.8691 -2.9270 -3.2950 -0.20 -0.17 0.04 0.641
H -1.2167 0.8409 -1.4549 0.16 0.14 0.20 0.243
H -0.0226 -1.5911 -7.1307 -0.12 0.06 -0.22 0.579
H -4.2487 4.5099 3.4341 -0.01 -0.01 0.01 0.390
H -0.6629 5.6846 1.4109 0.02 0.00 0.00 0.390
H -1.6540 4.2097 -4.8144 -0.03 0.18 -0.15 0.439
H -1.6521 -2.5785 -5.3955 0.10 -0.02 -0.24 0.361
H -2.6959 6.2779 2.6822 0.00 0.01 0.00 0.400
H 2.1074 -1.6529 -5.4758 0.14 0.09 -0.13 0.494
H -1.0768 0.3230 -5.1935 0.10 -0.07 0.17 0.146
H 0.2104 -1.6389 5.1609 0.01 -0.01 0.01 0.476
H -3.7650 2.1417 2.9191 0.06 -0.07 -0.03 0.474
H -1.7453 -3.0873 4.7296 -0.01 -0.01 0.00 0.399
H 1.7381 0.3743 8.1328 0.00 0.08 -0.06 0.473
H -2.1452 -3.9766 2.4594 0.02 -0.01 -0.09 0.480
H 0.8620 -2.8580 -5.5447 0.02 -0.16 -0.12 0.464
H -2.9406 0.3509 -3.8660 -0.20 -0.17 0.04 0.175


(2)
12
Properties=species:S:1:pos:R:3:forces:R:3:lowdin_spin:R:1 method="wB97M-V/def2-TZVPD" orbital_gap_ha="0.3628 / 0.3114" total_charge=+3 e_above_lowest_kcal_mol=0.00 e_tot_ha=-551.97283 multiplicity=4
Au 1.0161 -0.2525 3.0111 3.66 -4.92 13.94 0.681
O 0.4878 1.6219 2.9511 -1.59 4.50 -1.34 0.088
O 0.6771 -0.1575 1.3672 -2.58 -0.60 -15.31 0.200
O -2.4623 0.0407 -3.0526 2.64 0.42 2.71 0.462
C 0.1031 2.0061 1.9214 0.08 1.24 1.74 0.048
C 0.1179 -0.7009 0.3463 2.31 -1.18 3.39 0.078
C 0.6570 -0.4007 -1.0081 -1.41 1.19 1.10 0.159
C -1.6269 0.0970 -2.2400 -4.92 -0.27 -4.58 0.214
C -0.6980 0.0698 -1.3371 1.98 0.13 -0.76 1.003
H -0.6467 -1.4588 0.5666 -0.12 0.04 -0.43 0.007
H 1.0096 -1.3123 -1.5041 -0.15 -0.20 -0.45 0.035
H 1.3652 0.4470 -1.0219 0.09 -0.34 -0.01 0.025


(3)
17
Properties=species:S:1:pos:R:3:forces:R:3:mulliken_charge:R:1 method="wB97M-V/def2-TZVPD" orbital_gap_ha=0.2554 total_charge=-1 e_above_lowest_kcal_mol=52.49 e_tot_ha=-1213.26243 multiplicity=1
Ag 2.9699 -12.3118 15.9091 0.96 -2.04 1.42 0.058
Cl 1.4018 -13.2969 14.5734 -0.77 -1.56 -1.07 -0.641
F 3.8568 -8.3394 13.6159 0.05 -0.68 0.04 -0.298
F 2.0273 -9.2688 12.9117 0.61 0.25 2.12 -0.278
F 2.0600 -7.8111 14.6334 -0.26 -0.96 -0.57 -0.273
O 3.8420 -9.4096 16.0301 2.22 -0.61 0.94 -0.288
O 1.8740 -10.5724 15.7973 0.81 3.60 -1.23 -0.911
C 5.4222 -10.0618 17.8134 -0.68 -1.30 -0.18 -1.122
C 2.6978 -8.8918 14.0809 -0.81 1.91 -0.84 0.558
C 2.9577 -9.9808 15.1286 -2.92 -1.51 0.57 0.067
C 5.0212 -10.2006 16.3572 0.32 2.44 -0.90 -0.199
H 5.1320 -11.1858 15.9042 -1.24 -0.90 0.51 0.376
H 5.8368 -9.7889 15.7628 0.31 0.79 -0.06 0.317
H 4.7588 -10.6710 18.4274 -0.15 0.10 0.17 0.251
H 3.3950 -10.7848 14.5366 1.06 0.14 -0.85 0.736
H 6.3976 -10.5440 17.8777 0.28 0.37 0.32 0.373
H 5.3965 -9.0454 18.2062 0.22 -0.03 -0.37 0.274


(4)
96
Properties=species:S:1:pos:R:3:forces:R:3:mulliken_charge:R:1 method="wB97M-V/def2-TZVPD" orbital_gap_ha=0.3835 total_charge=0 e_tot_ha=-5991.45393 multiplicity=1 smiles="O=C1OC[C@@H](F)O1.O=C1OC[C@@H](F)O1.O=C1OC[C@@H](F)O1.O=S1(=O)OCCO1.O=S1(=O)OCCO1.O=S1(=O)OCCO1.O=S1(=O)OCCO1.O=S1(=O)OCCO1.O=S1(=O)OCCO1"
S -3.7285 0.1170 2.1910 -1.78 -0.15 1.72 1.145
S 0.7419 -0.5044 -1.2673 -0.22 -1.38 2.74 0.724
S 1.6351 -0.4885 3.8352 -0.38 0.98 -1.62 0.923
S -0.0677 -7.5530 -1.9353 -1.68 0.99 -0.63 1.039
S -2.8583 -1.5152 -4.2614 -0.47 -0.23 -1.67 1.115
S 6.8482 0.1506 1.2492 -0.87 1.95 -0.65 1.026
F -0.2710 4.4903 5.8961 -0.06 0.76 0.41 -0.327
F 1.0681 1.5949 -6.7946 -0.46 2.03 -0.31 -0.317
F 1.5911 3.8154 1.5156 -1.51 -0.85 -0.32 -0.239
O 1.8367 -1.4616 2.5195 0.29 1.87 1.37 -0.211
O 1.3245 -7.4729 -2.2639 -1.19 0.34 -0.11 -0.494
O -3.8380 -2.8316 -4.1736 0.85 0.16 0.45 -0.382
O -1.9599 3.0100 5.7097 0.59 0.05 -0.40 -0.334
O 0.4816 0.1263 0.2283 0.35 -1.92 -0.96 -0.234
O 7.7282 -0.8208 0.6568 -1.37 0.53 0.82 -0.525
O 4.8702 0.5501 -6.9311 -1.65 0.27 -0.55 -0.538
O -5.0629 -0.3780 3.0518 0.61 -0.94 -0.41 -0.421
O -3.5039 -0.6367 -5.2252 1.28 -0.90 1.74 -0.609
O -1.4713 -1.9024 -4.4307 -2.14 0.46 0.35 -0.486
O 2.8905 0.0212 4.3157 -1.18 -1.50 -0.12 -0.584
O 2.1393 -0.4046 -1.5847 -1.44 0.72 -0.39 -0.428
O -0.2151 0.5381 -1.9963 1.25 -0.43 -1.48 -0.236
O 3.5976 1.3446 -5.2959 0.72 1.12 0.47 -0.306
O -0.5743 -8.8214 -1.4717 0.26 1.97 -0.25 -0.512
O -2.7556 0.6184 3.1353 -0.92 -0.26 -1.30 -0.407
O -4.6020 1.2686 1.5069 1.99 -0.51 -1.17 -0.398
O 2.8096 5.3748 -0.4778 0.69 -0.13 -1.13 -0.344
O 2.6198 0.0883 -6.7852 -0.21 -0.84 -0.90 -0.339
O 0.9811 -1.6989 4.7418 1.06 2.07 -0.61 -0.365
O 6.0457 1.0135 0.0322 3.18 0.02 0.90 -0.420
O -3.0982 -1.0462 -2.7547 0.65 0.33 -1.79 -0.134
O -3.3217 -0.8903 1.2402 -0.75 1.40 0.85 -0.465
O -0.4639 -6.2453 -1.0153 2.00 -1.58 0.43 -0.332
O 0.1828 -1.8369 -1.2312 0.19 1.42 -0.51 -0.441
O 7.3863 1.1254 2.1796 -0.90 -1.51 -1.23 -0.547
O 3.4964 3.4061 0.2786 -0.94 -0.09 1.24 -0.055
O -1.1470 -7.0172 -3.1147 0.80 -1.88 -0.11 -0.399
O -2.5207 3.8574 3.7318 -1.73 0.24 0.30 -0.349
O 3.6097 3.8095 -1.9209 -0.45 0.42 1.01 -0.520
O 0.6611 0.5496 3.4892 0.79 -1.95 0.71 -0.260
O 5.4194 -0.4724 1.8306 1.87 0.18 -0.81 -0.322
O -4.1237 3.1836 5.1769 0.06 -0.25 -0.56 -0.554
C 4.3535 0.1512 1.1080 -2.32 -0.81 0.16 0.387
C 0.1899 -2.4589 3.8521 -1.17 -1.16 -0.64 -0.178
C 4.8223 0.4094 -0.2834 0.42 -0.13 0.19 0.057
C 3.7726 0.6998 -6.4704 2.14 -0.92 1.47 0.574
C -4.1602 -1.7635 -2.1250 0.49 0.64 1.32 -0.318
C 3.0257 5.5126 0.9048 -0.95 1.85 0.13 -0.536
C -5.5927 1.8092 2.3638 -1.01 0.12 -0.79 -0.336
C 1.5927 0.6424 -6.0106 -0.78 -1.22 -0.23 0.395
C 3.3300 4.1758 -0.8150 0.35 -0.35 -2.42 0.459
C 2.3294 1.0839 -4.7805 -1.27 0.07 0.07 0.055
C -1.1326 1.1466 -1.1250 -1.06 0.05 1.97 -0.002
C -6.0548 0.6374 3.2757 1.91 2.24 0.36 -0.180
C -2.9800 3.3154 4.8710 -0.43 0.51 0.60 0.697
C -1.2547 -5.2651 -1.6459 -1.73 0.46 0.34 0.206
C 0.9641 -2.6150 2.5450 1.97 0.42 0.44 -0.032
C -1.1233 3.9063 3.7295 0.10 0.03 -0.56 0.434
C -0.3487 1.2787 0.1875 1.51 0.70 -0.58 0.764
C -4.8464 -2.6709 -3.1410 0.45 0.31 -0.59 -0.222
C -1.2671 -5.6099 -3.1456 1.60 0.54 1.61 -0.232
C 2.8779 4.1123 1.3445 2.42 0.17 1.55 0.338
C -0.7584 3.4762 5.1613 0.91 -1.01 -1.49 0.533
H 0.0935 -3.4265 4.3410 -0.34 0.07 -0.09 0.355
H 4.2503 1.1149 -0.8826 -0.13 -0.04 0.27 0.121
H 4.0354 1.0441 1.6463 0.20 0.19 -0.17 0.002
H 2.2372 6.1811 1.2512 0.01 -0.23 0.35 0.273
H 0.5005 -2.5972 1.5610 -0.70 -0.35 0.41 0.041
H 3.3844 3.9264 2.2948 0.16 -0.46 -0.29 0.347
H -4.7240 -0.9490 -1.6711 -0.68 -0.55 0.02 0.263
H -0.8584 1.3600 1.1453 -0.34 -0.09 -0.26 -0.432
H -5.2058 2.7171 2.8229 -0.02 -0.32 0.51 0.176
H -5.7454 -2.2750 -3.6123 0.09 0.35 0.14 0.273
H -0.8726 3.2524 2.8919 0.86 -0.36 0.59 -0.414
H 3.9786 5.9969 1.1243 0.19 -0.40 -0.06 0.331
H 1.8254 1.9265 -4.3066 0.48 0.33 -0.14 0.306
H 0.4470 2.0230 0.0977 -0.82 0.97 0.09 -0.128
H -2.0959 -5.1961 -3.7141 -0.23 -0.65 0.05 0.286
H -1.9943 0.4959 -0.9648 0.04 -0.16 -0.17 -0.061
H -2.1774 -5.3644 -1.0654 -0.69 -0.03 -0.88 0.268
H -5.1010 -3.6456 -2.7298 0.31 -0.03 -0.02 0.289
H 0.7168 0.0039 -5.8554 0.77 -0.76 0.21 0.179
H -6.4019 2.0756 1.6843 0.06 0.20 0.04 0.279
H 1.6974 -3.4145 2.6576 -0.44 -0.45 -0.34 0.238
H 3.5007 -0.5267 1.0692 0.18 -0.23 0.42 -0.169
H 5.0033 -0.5050 -0.8538 -0.24 -0.09 0.02 0.401
H -0.7793 -2.0020 3.6484 -0.02 0.15 0.40 0.118
H -0.9781 -4.2300 -1.4390 1.00 -0.22 -0.12 -0.138
H -7.1023 0.4107 3.0987 0.35 -0.95 -0.19 0.342
H 0.0233 2.7178 5.0951 -0.30 -0.32 0.55 0.113
H -0.7781 4.9036 3.4534 -0.04 0.09 0.41 0.206
H -1.5060 2.0953 -1.5042 0.45 -0.03 -0.30 0.369
H -3.5913 -2.2710 -1.3445 -0.73 -0.54 0.16 0.210
H 2.3366 0.2697 -4.0533 0.26 -0.09 -0.05 -0.045
H -0.3277 -5.2099 -3.5346 -0.13 0.19 -0.35 0.354
H -5.9113 1.0689 4.2667 -0.28 -0.68 0.36 0.242